12
Properties=species:S:1:pos:R:3 method="wB97M-V/def2-TZVPD" smiles="c1ccsc1.O=P" largest_force_ha_per_bohr=0.1237 relative_energy_kcal_mol=67.20 orbital_gap_ha=0.3093 spin_multiplicity=1
C 1.46336 0.19761 -0.24128
C 0.22480 0.61024 -0.18148
C 1.69569 -0.87761 -0.95351
C -0.61728 -0.32938 -0.76713
O -3.02121 -0.18646 0.96193
P -1.76808 -0.18527 1.74352
S 0.31169 -1.50318 -1.64038
H 2.05264 0.69009 0.51302
H -0.20738 1.49791 0.27397
H 2.77018 -1.11346 -1.18934
H -1.38219 1.25686 2.41523
H -1.52222 -0.05735 -0.93455